1.
The following is a quantum chemistry calculation of C24H29BrFIrN2O5S2Si2 as an isolated structure in a non-equilibrium geometry, from the Open Molecules 2025 dataset.

XYZ file:
```
67
Properties=species:S:1:pos:R:3:nbo_charge:R:1
Ir 0.988 -0.701 -1.464 1.027
C -3.547 -0.312 0.548 -1.110
Si -2.287 0.229 1.866 1.717
C -3.275 1.357 3.075 -1.109
C -1.791 -1.253 2.929 -1.128
C -1.013 1.301 1.086 -1.417
C -1.177 1.612 -0.326 0.303
C -1.666 2.900 -0.660 -0.247
C -1.972 3.235 -1.958 -0.177
C -1.779 2.285 -2.956 -0.333
C -1.253 1.067 -2.597 0.074
N -0.942 0.717 -1.337 -0.511
Si 0.308 2.235 1.956 1.706
C 1.071 1.201 3.351 -1.119
C 1.601 2.852 0.722 -1.123
C -0.348 3.817 2.839 -1.116
H -4.411 -0.822 0.981 0.212
H -3.066 -0.998 -0.151 0.235
H -3.907 0.546 -0.024 0.223
H -4.139 0.840 3.509 0.199
H -3.640 2.253 2.569 0.216
H -2.633 1.680 3.899 0.211
H -2.664 -1.803 3.292 0.211
H -1.212 -0.931 3.798 0.218
H -1.179 -1.949 2.361 0.259
H -1.834 3.600 0.146 0.207
H -2.383 4.211 -2.197 0.192
H -2.019 2.491 -3.989 0.207
H -1.066 0.314 -3.352 0.232
H 1.197 0.171 3.028 0.237
H 0.435 1.194 4.239 0.220
H 2.054 1.582 3.644 0.214
H 1.731 2.118 -0.074 0.246
H 2.578 3.015 1.184 0.220
H 1.296 3.786 0.245 0.226
H -1.108 3.559 3.579 0.217
H -0.797 4.506 2.121 0.211
H 0.461 4.351 3.352 0.200
Br 4.542 0.871 -0.678 0.105
C 3.818 -0.412 0.521 0.185
C 4.630 -0.721 1.597 -0.286
C 4.212 -1.702 2.484 -0.163
C 3.019 -2.333 2.213 -0.231
C 2.254 -1.941 1.130 0.122
N 2.619 -0.947 0.286 -0.499
C 0.941 -2.619 0.877 0.745
O 0.676 -3.635 1.520 -0.681
O 0.156 -2.050 0.054 -0.711
H 5.582 -0.227 1.713 0.223
H 4.813 -1.953 3.349 0.205
H 2.639 -3.145 2.816 0.247
O 3.004 -1.499 -2.440 -0.987
S 3.081 -0.550 -3.592 2.244
O 4.399 0.036 -3.762 -1.005
O 2.565 -1.114 -4.827 -1.007
S 1.743 0.929 -3.050 -0.464
F -2.358 -4.612 -4.958 -0.364
C -1.624 -3.735 -4.202 0.352
C -0.257 -3.689 -4.363 -0.320
C 0.480 -2.797 -3.590 -0.153
C -0.142 -1.934 -2.691 -0.149
C -1.525 -2.029 -2.550 -0.239
C -2.275 -2.928 -3.296 -0.300
H 0.230 -4.342 -5.076 0.208
H 1.548 -2.772 -3.719 0.240
H -2.031 -1.395 -1.834 0.222
H -3.348 -3.010 -3.169 0.207
```

Properties
Energy relative to the best compared isomer or geometry (same formula, charge and spin) in kJ/mol: 204.2
Net charge: -2
E in eV: -151604.600
LUMO energy in eV: 4.35
Frontier orbital gap in eV: 5.50

2.
The following is a quantum chemistry calculation of C3H11NO2 as an isolated structure in a non-equilibrium geometry, from the Open Molecules 2025 dataset.

XYZ file:
```
17
Properties=species:S:1:pos:R:3:nbo_charge:R:1
C 1.222 -0.179 -0.109 -0.080
O 1.885 0.986 0.240 -0.721
C -0.266 -0.300 0.346 -0.031
C -1.086 0.789 -0.252 -0.651
N -0.418 -2.493 -0.859 -0.983
H 1.167 -0.157 -1.215 0.156
H 1.760 -1.090 0.193 0.177
H -0.221 3.013 1.899 0.467
H -0.368 -0.406 1.418 0.247
H -0.528 1.762 -0.060 0.393
H -2.008 0.852 0.305 0.231
H -1.269 0.615 -1.299 0.242
H 0.356 -2.671 -1.479 0.380
H -0.423 -1.360 -0.343 0.310
H -1.092 -3.238 -0.865 0.395
H 1.276 1.600 0.756 0.520
O 0.014 2.278 1.323 -1.053
```

Properties
Energy relative to the best compared isomer or geometry (same formula, charge and spin) in kJ/mol: 679.5
E in eV: -8867.447
LUMO energy in eV: -3.22
Frontier orbital gap in eV: 6.14